# C3H6O3S

2 unconnected molecules or ions with the total composition C3H6O3S at a distorted geometry (the ωB97M-V functional and the def2-TZVPD basis, OMol25).

```
13
Properties=species:S:1:pos:R:3
S -1.09 2.87 1.97
O 2.51 -2.73 -0.82
O 0.30 -0.96 -1.32
O -1.82 -0.90 -0.65
C -0.68 -0.38 -0.75
C -0.52 1.05 -0.25
C -0.67 1.22 1.28
H -1.33 0.42 1.64
H -1.34 1.58 -0.76
H 1.90 -2.25 -1.41
H 0.38 1.54 -0.61
H 0.31 0.96 1.70
H 2.06 -2.40 -0.01
```

Computed properties:
* ΔE to the lowest compared entry with this formula, charge and spin: 9.7 kcal/mol
* total charge: -2
* spin multiplicity: 1

Atomic partial charges in e from the natural (NBO) method, atoms 1 to 8: -0.788, -0.997, -0.875, -0.795, 0.765, -0.519, -0.504, 0.186

# CHLiO2Yb

A molecular structure, CHLiO2Yb at a distorted geometry (the ωB97M-V functional and the def2-TZVPD basis, OMol25).

```
6
Properties=species:S:1:pos:R:3
Yb -1.27 -1.81 -0.72
O -1.14 -1.31 1.34
O 0.02 1.10 -0.27
C 0.16 -0.04 0.17
Li 1.04 2.53 -0.82
H 1.18 -0.47 0.30
```

Computed properties:
* ΔE to the lowest compared entry with this formula, charge and spin: 0.0 kcal/mol
* total charge: +2
* spin multiplicity: 3
* expectation value of S²: 2.036

The natural (NBO) scheme yields these atomic charges, measured in e: 1.852, -0.539, -0.670, 0.179, 0.991, 0.188

# C6H24ClCrN12O6

A molecular structure, C6H24ClCrN12O6 at a distorted geometry (the ωB97M-V functional and the def2-TZVPD basis, OMol25).

```
50
Properties=species:S:1:pos:R:3
Cr 0.25 -0.18 -0.51
Cl -1.78 0.55 -1.82
O -0.97 -1.26 0.87
O 1.49 1.00 -2.01
O 2.02 -0.73 0.47
O 0.18 1.52 0.77
O -4.13 2.38 0.42
O 0.33 -2.10 -1.48
N -2.40 -3.02 1.02
N -2.94 0.75 1.49
N 0.36 2.17 -3.60
N 3.73 0.69 0.23
N -0.34 -3.09 2.01
N 1.48 -3.82 -2.46
N 2.65 2.25 -3.51
N -1.18 3.33 0.93
N -4.26 2.21 2.65
N 3.81 -0.92 1.88
N 0.36 2.88 2.57
N -0.81 -3.88 -2.30
C 0.34 -3.20 -2.02
C -1.24 -2.38 1.32
C -0.20 2.52 1.39
C 1.49 1.73 -3.01
C -3.81 1.78 1.44
C 3.11 -0.32 0.90
H 2.33 -3.29 -2.35
H 2.65 3.03 -4.15
H -2.49 0.53 2.36
H -0.68 -4.77 -2.73
H 0.56 -2.67 2.16
H -1.50 4.08 1.52
H 3.27 1.12 -0.55
H 4.71 -0.58 2.16
H 4.62 1.07 0.51
H -0.52 -4.00 2.39
H -3.96 1.78 3.51
H -2.41 0.46 0.67
H 1.14 2.35 2.91
H -0.48 1.75 -3.22
H 3.52 2.07 -3.04
H -2.56 -3.98 1.26
H 3.49 -1.82 2.18
H -4.87 3.00 2.74
H -2.99 -2.57 0.35
H 0.32 2.79 -4.38
H 0.10 3.77 2.94
H 1.49 -4.78 -2.73
H -1.67 -3.37 -2.20
H -1.61 3.16 0.04
```

Computed properties:
* total energy: -77726.390 eV
* total charge: +1
* spin multiplicity: 5
* expectation value of S²: 6.007

Atomic partial charges in e from the natural (NBO) method, atoms 1 to 8: 1.268, -0.699, -0.722, -0.748, -0.706, -0.729, -0.673, -0.700

# H18O9

9 unconnected molecules or ions with the total composition H18O9 (the ωB97M-V functional and the def2-TZVPD basis, OMol25).

```
27
Properties=species:S:1:pos:R:3
O 12.69 -5.68 -7.69
O 13.10 -7.48 -12.60
O 11.26 -10.88 -11.12
O 19.51 -4.98 -6.33
O 18.22 -8.85 -5.51
O 10.67 -13.08 -7.11
O 16.75 -11.11 -12.23
O 17.17 -13.26 -7.85
O 15.26 -9.71 -8.33
H 11.76 -5.77 -7.47
H 17.23 -11.86 -11.90
H 9.93 -12.80 -6.57
H 16.20 -10.83 -11.50
H 13.91 -7.20 -13.04
H 15.98 -9.08 -8.24
H 11.43 -12.98 -6.53
H 15.57 -10.48 -7.85
H 19.59 -5.93 -6.32
H 17.86 -8.70 -4.63
H 18.19 -9.80 -5.61
H 11.82 -10.16 -11.40
H 11.81 -11.39 -10.52
H 17.89 -13.74 -8.26
H 20.40 -4.65 -6.26
H 13.11 -6.43 -7.28
H 16.53 -13.93 -7.64
H 13.14 -7.07 -11.74
```

Computed properties:
* structure (SMILES): O.O.O.O.O.O.O.O.O
* ΔE to the lowest compared entry with this formula, charge and spin: 69.8 kcal/mol
* total charge: 0
* spin multiplicity: 1

Atomic partial charges in e from the natural (NBO) method, atoms 1 to 8: -0.937, -0.941, -0.940, -0.937, -0.942, -0.933, -0.937, -0.945

# C12H15FN4OS

A single C12H15FN4OS molecule (the ωB97M-V functional and the def2-TZVPD basis, OMol25).

```
34
Properties=species:S:1:pos:R:3
S 2.74 -5.84 1.85
F -0.20 6.52 -1.91
O -0.38 0.23 1.20
N 1.67 -3.73 0.76
N 0.30 -5.57 0.85
N 0.68 -3.03 0.17
N -1.87 0.68 -0.43
C -2.44 1.84 0.23
C -0.35 -1.14 -0.80
C 1.50 -5.02 1.13
C -0.55 3.46 -0.04
C -0.84 -0.01 0.11
C 0.02 4.60 -0.57
C -0.75 5.40 -1.39
C -1.87 3.12 -0.33
C 0.85 -1.82 -0.20
C 2.10 -1.02 -0.06
C -2.06 5.09 -1.70
C -2.61 3.94 -1.16
H -1.15 -1.87 -0.93
H 2.58 -3.31 0.97
H 1.04 4.87 -0.35
H 0.10 -6.49 1.20
H -3.53 1.82 0.11
H 0.03 2.82 0.61
H -3.64 3.69 -1.39
H -0.43 -4.97 0.51
H 2.97 -1.59 -0.38
H -2.63 5.74 -2.34
H 2.04 -0.11 -0.64
H 2.24 -0.75 0.99
H -0.09 -0.72 -1.77
H -2.15 0.50 -1.38
H -2.19 1.75 1.29
```

Computed properties:
* total energy: -34248.561 eV
* structure (SMILES): C/C(CC(=O)NCc1ccc(F)cc1)=N\NC(N)=S
* total charge: 0
* spin multiplicity: 1

Atomic partial charges in e from the natural (NBO) method, atoms 1 to 8: -0.267, -0.324, -0.627, -0.443, -0.790, -0.270, -0.609, -0.245

# C9H27BrNaO12P2S

A molecular structure, C9H27BrNaO12P2S at a distorted geometry (the ωB97M-V functional and the def2-TZVPD basis, OMol25).

```
53
Properties=species:S:1:pos:R:3
Br 4.21 3.23 -4.17
S -2.17 -3.34 4.84
P -5.62 4.53 -6.68
P 5.20 -1.49 3.10
Na 1.29 1.04 -0.91
O -2.06 -4.78 4.91
O -3.47 -2.69 5.07
O 4.89 -3.09 3.19
O 0.50 -2.16 -3.08
O -5.58 4.94 -5.26
O -7.11 4.19 -7.30
O 6.28 -1.49 1.93
O 5.97 -1.11 4.50
O -5.02 5.70 -7.69
O -0.96 -2.66 5.71
O 3.97 -0.64 2.87
O -4.71 3.24 -7.18
C 6.66 0.14 4.55
C -5.52 7.02 -7.59
C 6.19 -2.40 0.85
C 5.81 -3.96 3.74
C -7.40 3.99 -8.64
C -0.96 -2.84 7.14
C 0.50 -2.90 7.56
C -3.54 2.90 -6.45
C -1.53 -2.87 3.21
H -2.26 -3.22 2.47
H -5.09 7.63 -6.79
H 1.22 -3.49 6.99
H -1.38 -1.91 7.54
H 7.75 0.07 4.56
H 0.55 -3.18 8.61
H -1.49 -1.78 3.14
H -8.23 4.66 -8.91
H 6.93 -3.20 0.93
H 6.29 0.55 5.49
H -6.56 4.09 -9.33
H -3.37 3.27 -5.44
H -1.50 -3.75 7.39
H -5.39 7.47 -8.57
H 5.22 -2.83 0.58
H 6.31 0.90 3.85
H 6.19 -4.68 3.00
H 0.77 -3.09 -3.12
H -7.80 3.01 -8.89
H 6.68 -3.47 4.17
H -3.45 1.82 -6.45
H -0.51 -3.25 3.20
H -2.73 3.22 -7.10
H -6.60 7.04 -7.47
H 0.92 -1.89 7.49
H 5.34 -4.58 4.51
H 6.36 -1.92 -0.11
```

Computed properties:
* ΔE to the lowest compared entry with this formula, charge and spin: 16.8 kcal/mol
* total charge: -1
* spin multiplicity: 1

Atomic partial charges in e from the natural (NBO) method, atoms 1 to 8: -0.989, 2.312, 2.528, 2.544, 0.942, -0.927, -0.917, -0.795

# C28H38N8Ni

A molecular structure, C28H38N8Ni (the ωB97M-V functional and the def2-TZVPD basis, OMol25).

```
75
Properties=species:S:1:pos:R:3
Ni -0.11 -0.18 -0.57
N 0.11 -2.06 -0.94
N -2.01 -0.16 -0.92
N -1.80 -0.01 3.88
N 1.87 -0.31 -0.63
N 0.46 0.85 4.09
N -0.42 1.78 -0.72
N -0.25 -0.18 1.99
N 0.09 -1.55 3.98
C 2.34 -1.44 -1.12
C 1.29 -2.43 -1.39
C -0.94 1.02 4.46
C -2.51 0.97 -1.39
C -1.60 2.12 -1.21
C 0.21 -1.47 2.52
C -3.10 4.02 -2.03
C -2.21 -2.55 -0.33
C 0.90 -0.47 4.56
C 0.56 0.87 2.63
C -1.31 -1.32 4.34
C -2.85 -1.34 -0.97
C -1.65 0.04 2.42
C -3.79 1.03 -1.99
C 4.41 -2.75 -1.87
C 2.14 2.18 -2.29
C 1.36 3.30 -1.59
C -4.28 3.44 -2.49
C 2.82 0.73 -0.27
C 2.62 -4.29 -2.55
C 3.28 1.57 -1.47
C -0.98 -3.01 -1.06
C 3.73 -1.69 -1.31
C -1.96 3.46 -1.50
C 3.95 -3.92 -2.45
C 0.52 2.84 -0.40
C -4.54 2.09 -2.47
C 1.48 -3.65 -2.08
H -5.50 1.79 -2.88
H -0.01 3.70 0.03
H 0.71 3.78 -2.33
H -1.97 1.01 2.05
H -3.09 -1.60 -2.02
H 5.49 -2.63 -1.87
H 0.58 -4.20 -2.30
H 1.94 -0.62 4.28
H 3.70 0.30 0.23
H -1.92 -2.10 3.89
H 2.43 -5.23 -3.06
H -4.28 0.07 -2.11
H -1.20 4.19 -1.27
H 3.88 0.95 -2.13
H -3.06 5.10 -2.12
H -2.28 -0.73 1.97
H 2.37 1.36 0.48
H -2.94 -3.36 -0.33
H 2.06 4.07 -1.24
H 4.69 -4.60 -2.87
H 0.81 -0.51 5.65
H 1.60 0.72 2.35
H -3.81 -1.13 -0.48
H 1.16 2.49 0.39
H 3.94 2.37 -1.10
H -1.41 -1.37 5.42
H 4.38 -0.90 -0.97
H -1.97 -2.34 0.71
H -5.03 4.10 -2.90
H -1.03 0.99 5.55
H -1.24 -3.17 -2.12
H 0.22 1.84 2.27
H -0.38 -2.27 2.07
H -0.67 -3.98 -0.66
H 1.25 -1.61 2.23
H -1.28 2.00 4.11
H 2.57 2.59 -3.21
H 1.45 1.40 -2.59
```

Computed properties:
* total energy: -82615.670 eV
* total charge: 0
* spin multiplicity: 1

Atomic partial charges in e from the Löwdin method, atoms 1 to 8: 0.546, -0.019, -0.019, -0.084, -0.001, -0.083, 0.000, -0.096

# CH21O12V

A molecular structure, CH21O12V at a distorted geometry (the ωB97M-V functional and the def2-TZVPD basis, OMol25).

```
35
Properties=species:S:1:pos:R:3
V 9.30 -12.16 26.89
O 8.63 -12.65 29.18
O 5.72 -11.45 32.72
O 10.63 -12.73 31.25
O 7.65 -15.11 28.11
O 4.40 -13.77 31.70
O 3.98 -10.57 30.03
O 7.85 -12.14 26.10
O 4.61 -11.17 27.38
O 9.87 -13.64 26.48
O 8.66 -8.71 29.91
O 6.75 -14.54 33.37
O 9.04 -11.62 33.40
C 7.59 -12.09 29.97
H 5.55 -10.50 32.75
H 9.92 -12.88 30.63
H 8.34 -15.73 28.33
H 4.88 -13.06 32.12
H 7.83 -8.24 29.81
H 8.49 -12.09 34.02
H 4.06 -11.69 26.80
H 4.58 -13.66 30.77
H 6.07 -15.10 33.73
H 7.26 -12.82 30.70
H 10.23 -12.21 31.95
H 6.60 -11.52 32.35
H 6.80 -11.78 29.29
H 7.87 -11.32 30.69
H 8.42 -9.63 29.87
H 5.21 -11.81 27.77
H 6.58 -14.53 32.43
H 3.05 -10.67 29.84
H 4.39 -10.46 29.17
H 9.53 -11.00 33.93
H 7.89 -14.31 28.58
```

Computed properties:
* ΔE to the lowest compared entry with this formula, charge and spin: 95.9 kcal/mol
* total charge: 0
* spin multiplicity: 1

Atomic partial charges in e from the Löwdin method, atoms 1 to 8: 1.176, -0.379, -0.033, -0.065, -0.065, -0.056, -0.060, -0.313

# C44H60BCaIN8O3

A molecular structure, C44H60BCaIN8O3 at a distorted geometry (the ωB97M-V functional and the def2-TZVPD basis, OMol25).

```
118
Properties=species:S:1:pos:R:3
I -3.07 5.70 -1.28
Ca 0.07 -0.09 0.28
O 0.24 0.97 4.15
O 0.93 -1.56 1.80
O 0.89 1.02 2.00
N -1.22 -0.50 -2.52
N -2.50 -1.63 -0.52
N -0.28 -2.70 -1.56
N -0.32 0.42 -2.00
N 0.82 -2.07 -1.00
N -0.78 3.16 1.11
N -1.26 2.22 0.28
N -2.12 -0.80 0.52
C -3.13 0.31 2.47
C -2.03 2.87 -0.57
C 4.71 -0.51 3.79
C -0.75 -4.97 -2.69
C -1.63 -3.65 4.25
C 3.27 -2.48 -0.82
C 2.44 -1.28 3.63
C -0.04 -1.68 5.38
C 0.01 -1.89 4.01
C -0.88 -2.44 6.18
C -2.06 4.24 -0.28
C 1.46 -4.01 -1.89
C -6.02 -2.32 -1.47
C 3.45 -1.00 -0.53
C -4.61 -2.87 -1.25
C 2.04 2.22 -2.12
C -4.05 1.51 2.24
C -4.69 -4.28 -0.65
C 0.72 3.53 -3.81
C -4.03 -0.52 -4.02
C -0.20 1.38 -2.90
C 3.38 -0.27 3.48
C 0.11 -3.88 -2.10
C -1.28 -5.85 -1.56
C 2.85 -2.52 4.11
C -4.27 -1.34 0.80
C -3.18 -0.63 1.29
C -0.97 1.11 -4.03
C -1.61 -0.09 -3.75
C 5.12 -1.75 4.25
C 3.79 -3.35 0.33
C 1.86 -2.85 -1.22
C -2.64 -0.81 -4.57
C 0.65 2.60 -2.61
C -1.67 -3.43 5.61
C -1.24 4.38 0.82
C -2.54 -0.44 -6.04
C 4.18 -2.76 4.42
C -3.52 -0.38 3.78
C -3.81 -1.96 -0.35
C -1.86 -4.60 -3.66
C 1.00 -1.09 3.17
C -0.79 -2.87 3.44
C 0.65 0.44 3.13
B -1.60 -1.86 -1.81
H 3.09 0.70 3.10
H 1.20 -2.48 1.72
H -1.53 -0.59 -6.44
H 5.43 0.29 3.66
H -2.81 0.61 -6.20
H -3.84 2.02 1.31
H -3.71 -4.71 -0.48
H -6.55 -2.93 -2.20
H -1.53 -3.87 -4.41
H -1.91 -5.27 -0.89
H 2.66 3.11 -2.00
H 1.32 4.41 -3.58
H -2.53 2.33 -1.36
H -3.48 0.34 4.60
H -1.88 -6.67 -1.95
H -4.10 -2.93 -2.21
H -5.21 -4.24 0.31
H -2.74 -4.20 -3.16
H -5.26 -1.40 1.21
H -4.79 -1.11 -4.55
H -3.94 2.22 3.06
H -4.28 0.54 -4.14
H -2.11 0.68 2.56
H -0.91 -2.25 7.24
H -0.03 -5.57 -3.25
H -3.23 -1.04 -6.63
H -0.80 -3.03 2.37
H -0.47 -6.27 -0.96
H 2.04 1.71 -1.16
H -1.07 1.70 -4.93
H -2.45 -1.88 -4.47
H -0.14 2.85 1.83
H -2.27 -2.47 -2.57
H 4.85 -3.15 0.52
H -2.32 -4.03 6.24
H -6.59 -2.36 -0.54
H 2.11 -3.31 4.26
H 3.67 -4.41 0.13
H 2.08 -4.84 -2.21
H 3.21 -0.39 -1.40
H -2.17 -5.50 -4.19
H -0.95 5.24 1.40
H -4.54 -0.76 3.72
H -5.10 1.19 2.22
H -2.86 -1.21 4.03
H 6.16 -1.93 4.50
H 3.88 -2.72 -1.70
H 0.15 3.14 -1.80
H -4.10 -0.76 -2.96
H 4.48 -3.73 4.78
H 1.18 3.03 -4.67
H 2.54 1.55 -2.83
H 4.48 -0.79 -0.24
H -2.25 -4.41 3.79
H -5.25 -4.94 -1.31
H 3.27 -3.12 1.26
H 2.84 -0.67 0.31
H 0.58 -0.91 5.82
H -0.27 3.87 -4.12
H -6.01 -1.29 -1.82
```

Computed properties:
* ΔE to the lowest compared entry with this formula, charge and spin: 3.1 kcal/mol
* total charge: 0
* spin multiplicity: 1

Atomic partial charges in e from the Löwdin method, atoms 1 to 8: 0.875, 1.380, 0.081, -0.163, -0.218, 0.055, 0.054, 0.062